## P
A single C2H6ClN molecule. Source: OMol25; level of theory: ωB97M-V/def2-TZVPD.

multiplicity: 1
E_LUMO: 0.95 eV
highest occupied orbital energy: -9.90 eV
SMILES: C[C@@H](N)Cl

Geometry (Å):
C  -0.186  -0.926  -0.726
C  0.374  0.142  0.337
N  0.125  1.478  0.129
Cl  -0.356  -0.820  1.949
H  -1.333  -0.942  -0.648
H  0.072  -1.994  -0.383
H  0.105  -0.775  -1.801
H  1.333  -0.059  0.666
H  -0.768  1.706  -0.098
H  0.634  2.188  0.574

=====

## Q
A single C2H6ClN molecule. Source: OMol25; level of theory: ωB97M-V/def2-TZVPD.

multiplicity: 1
E_LUMO: 1.11 eV
highest occupied orbital energy: -9.71 eV
SMILES: C[C@@H](N)Cl

Geometry (Å):
C  -0.014  -0.811  -0.892
C  0.047  0.492  -0.142
N  -0.633  0.429  1.273
Cl  1.783  0.962  0.125
H  0.877  -0.927  -1.504
H  -0.880  -0.828  -1.545
H  -0.069  -1.653  -0.205
H  -0.413  1.326  -0.660
H  -0.190  -0.306  1.809
H  -0.508  1.316  1.741

=====

Tell me which of them is the most stable. Sure, it is Q.

=====

## P
3 unconnected molecules or ions with the total composition C6H18O2. Source: OMol25; level of theory: ωB97M-V/def2-TZVPD.

multiplicity: 1
E_LUMO: 0.46 eV
highest occupied orbital energy: -10.68 eV
SMILES: CCC(C)CC.O.O

Geometry (Å):
C  -0.161  -3.033  1.106
C  0.661  -1.724  0.945
C  -0.063  -0.476  1.545
C  0.221  -0.346  3.050
C  0.397  0.878  0.860
C  -0.613  1.458  -0.107
H  -1.225  -2.780  1.170
H  0.051  -3.561  0.139
H  0.137  -3.590  1.964
H  0.707  -1.458  -0.152
H  1.687  -1.992  1.217
H  -1.145  -0.717  1.367
H  -0.326  -1.168  3.494
H  -0.079  0.616  3.455
H  1.327  -0.399  3.154
H  0.708  1.558  1.663
H  1.289  0.580  0.321
H  -0.604  0.870  -1.046
H  -1.584  1.435  0.392
H  -0.172  2.436  -0.368
H  -3.591  0.755  -3.828
H  -2.352  1.494  -3.286
O  -2.696  1.039  -4.060
H  1.996  3.058  -4.826
H  2.606  2.146  -3.818
O  2.823  2.921  -4.349

=====

## Q
3 unconnected molecules or ions with the total composition C6H18O2. Source: OMol25; level of theory: ωB97M-V/def2-TZVPD.

multiplicity: 1
E_LUMO: 0.29 eV
highest occupied orbital energy: -10.39 eV
SMILES: CCCCCC.O.O

Geometry (Å):
C  -0.683  2.011  0.652
C  -0.914  0.706  -0.124
C  -0.041  0.695  -1.383
C  1.446  0.964  -1.027
C  2.055  -0.141  -0.151
C  1.867  -1.525  -0.781
H  -1.456  2.175  1.400
H  0.255  1.992  1.242
H  -0.726  2.820  -0.049
H  -0.698  -0.088  0.592
H  -1.925  0.567  -0.494
H  -0.067  -0.281  -1.867
H  -0.390  1.433  -2.100
H  1.451  1.922  -0.471
H  2.121  1.190  -1.870
H  3.091  0.098  0.034
H  1.580  -0.143  0.872
H  1.895  -1.379  -1.888
H  0.879  -1.915  -0.636
H  2.698  -2.194  -0.541
H  -0.917  -2.291  2.145
H  -0.861  -1.105  3.028
O  -1.436  -1.419  2.304
H  -2.761  -1.631  -0.357
H  -3.105  -1.283  1.207
O  -3.354  -1.180  0.262

=====

Tell me which of them is the most stable. Sure, it is Q.

=====

## P
9 unconnected molecules or ions with the total composition BH22NO7. Source: OMol25; level of theory: ωB97M-V/def2-TZVPD.

multiplicity: 1
E_LUMO: -0.65 eV
highest occupied orbital energy: -7.03 eV

Geometry (Å):
N  -0.337  0.381  0.070
H  0.664  0.528  0.222
H  -0.413  -0.268  0.714
H  -0.709  0.020  -0.765
H  -0.763  1.208  0.241
B  -0.271  -2.615  -2.171
H  0.451  -2.157  -3.063
H  -1.389  -2.035  -2.295
H  -0.449  -3.851  -2.360
H  0.000  -2.455  -0.892
O  2.191  0.149  -1.611
H  1.745  0.732  -2.194
H  3.080  0.567  -1.263
O  -2.406  -1.960  1.773
H  -2.985  -2.829  1.610
H  -1.764  -2.181  2.435
O  -2.460  2.626  -1.411
H  -2.163  3.286  -2.204
H  -3.114  3.250  -0.959
O  0.232  1.574  -2.732
H  -0.063  1.513  -3.527
H  0.262  2.448  -2.336
O  -0.381  0.259  3.072
H  -0.534  1.166  3.189
H  -1.288  0.060  3.575
O  2.644  1.511  2.370
H  3.281  2.049  2.259
H  2.872  0.678  1.961
O  1.742  -1.139  1.989
H  1.236  -0.535  2.509
H  1.086  -1.981  1.793

=====

## Q
9 unconnected molecules or ions with the total composition BH22NO7. Source: OMol25; level of theory: ωB97M-V/def2-TZVPD.

multiplicity: 1
E_LUMO: -1.56 eV
highest occupied orbital energy: -9.53 eV

Geometry (Å):
N  0.062  2.030  3.351
H  0.458  2.629  3.830
H  0.731  1.359  3.211
H  -0.237  2.378  2.353
H  -0.728  1.848  3.986
B  -0.338  -0.321  0.017
H  -1.112  -1.216  0.132
H  0.092  -0.518  -1.166
H  -1.025  0.838  0.029
H  0.530  -0.474  0.741
O  -2.081  -0.917  -2.782
H  -1.902  -0.878  -1.867
H  -1.334  -0.387  -3.129
O  -1.043  -1.119  3.438
H  -0.908  -1.203  2.565
H  -0.303  -1.532  3.860
O  0.787  2.572  -1.709
H  0.220  3.341  -1.675
H  0.198  1.847  -1.392
O  -3.925  0.907  0.879
H  -4.257  -0.044  0.900
H  -3.189  0.683  0.427
O  1.544  -3.059  -1.265
H  0.832  -3.298  -1.847
H  1.194  -2.589  -0.514
O  3.456  -0.159  -0.648
H  2.522  -0.342  -0.644
H  3.710  0.609  -1.073
O  2.164  -0.698  -3.547
H  2.276  -0.827  -2.589
H  1.607  -1.462  -3.874

=====

Tell me which of them is the most stable. Sure, it is Q.

=====

## P
2 unconnected molecules or ions with the total composition C5H15NO. Source: OMol25; level of theory: ωB97M-V/def2-TZVPD.

multiplicity: 2
E_LUMO (spin up / spin down): 3.90 / 3.80 eV
charge: -1
highest occupied orbital energy (spin up / spin down): 1.13 / -6.15 eV
⟨S²⟩: 0.75

Geometry (Å):
C  1.250  0.089  -0.682
C  -0.260  0.308  -0.833
C  -0.941  -0.883  -1.482
C  -0.863  0.634  0.545
C  -2.157  1.442  0.411
N  1.944  -0.001  -1.963
H  1.465  -0.824  -0.106
H  1.594  0.974  -0.148
H  -0.367  1.202  -1.462
H  -2.020  -0.933  -1.356
H  -0.499  -1.816  -1.121
H  -0.664  -0.918  -2.544
H  -1.040  -0.325  1.042
H  -0.185  1.180  1.205
H  -2.669  1.408  1.372
H  -2.828  0.944  -0.309
H  -2.043  2.398  -0.100
H  2.889  -0.348  -1.806
H  1.556  -0.688  -2.603
H  0.155  -0.750  3.516
H  1.301  -0.979  2.599
O  0.976  -1.287  3.450

=====

## Q
2 unconnected molecules or ions with the total composition C5H15NO. Source: OMol25; level of theory: ωB97M-V/def2-TZVPD.

multiplicity: 2
E_LUMO (spin up / spin down): 3.28 / 3.17 eV
charge: -1
highest occupied orbital energy (spin up / spin down): 1.30 / -5.89 eV
⟨S²⟩: 0.75

Geometry (Å):
C  -0.503  1.548  -0.998
N  0.536  0.489  -0.644
C  0.142  -0.331  0.562
C  1.113  -1.438  0.881
C  0.802  -0.421  -1.867
C  0.287  2.635  -1.753
H  -0.733  2.008  -0.023
H  -1.448  1.140  -1.311
H  -0.974  -0.711  0.563
H  0.300  0.426  1.488
H  1.053  -1.957  1.747
H  1.072  -2.200  0.103
H  2.162  -0.968  0.857
H  1.245  0.002  -2.675
H  -0.053  -1.001  -2.113
H  1.650  -1.035  -1.320
H  1.262  2.850  -1.379
H  0.269  2.165  -2.864
H  -0.332  3.438  -1.970
H  -3.143  -2.234  3.651
H  -2.420  -2.057  4.970
O  -2.286  -2.348  4.094

=====

Tell me which of them is the most stable. Sure, it is P.

=====

## P
A gas-phase ion, C5H8IN2 (charge +1). Source: OMol25; level of theory: ωB97M-V/def2-TZVPD.

multiplicity: 1
E_LUMO (spin up / spin down): -6.04 / -4.48 eV
charge: +1
highest occupied orbital energy (spin up / spin down): -11.50 / -12.78 eV

Geometry (Å):
C  1.597  0.504  0.839
C  1.164  1.141  -1.428
C  0.372  -0.170  1.327
C  -0.679  -0.433  0.367
C  -2.076  -0.512  0.703
N  1.720  0.865  -0.398
N  1.018  1.135  -2.701
I  -2.850  1.541  0.215
H  2.448  0.644  1.481
H  0.709  -1.162  1.675
H  0.008  0.306  2.244
H  -0.417  -0.517  -0.678
H  -2.301  -0.656  1.756
H  -2.661  -1.167  0.062
H  1.490  0.466  -3.305
H  0.517  1.887  -3.165

=====

## Q
A gas-phase ion, C5H8IN2 (charge +1). Source: OMol25; level of theory: ωB97M-V/def2-TZVPD.

multiplicity: 1
E_LUMO (spin up / spin down): -5.59 / -5.59 eV
charge: +1
highest occupied orbital energy (spin up / spin down): -12.39 / -12.39 eV

Geometry (Å):
C  2.273  -2.125  0.160
C  0.963  -2.607  0.001
C  0.381  -0.321  -0.488
C  -0.674  1.799  0.398
C  0.384  1.146  -0.582
N  2.494  -0.845  0.153
N  0.094  -1.554  -0.363
I  4.068  0.442  -0.093
H  3.044  -2.880  0.385
H  0.585  -3.651  0.045
H  -0.433  1.449  1.493
H  -1.780  1.654  0.308
H  -0.527  2.823  0.446
H  1.352  1.646  -0.350
H  0.114  1.603  -1.564
H  -0.774  -1.968  -0.878

=====

Tell me which of them is the most stable. Sure, it is P.

=====

## P
A single C6H6FN molecule. Source: OMol25; level of theory: ωB97M-V/def2-TZVPD.

multiplicity: 1
E_LUMO: 0.78 eV
highest occupied orbital energy: -9.62 eV
SMILES: FCc1cccnc1

Geometry (Å):
C  -1.987  0.817  0.123
C  -0.501  0.387  0.066
C  -0.055  -0.468  -0.955
C  1.335  -0.898  -0.894
C  2.080  -0.660  0.284
C  0.437  0.668  1.013
H  -2.038  1.869  0.388
H  -2.428  0.116  0.896
H  -0.702  -0.952  -1.788
H  1.758  -1.541  -1.712
H  3.058  -1.074  0.484
H  0.027  1.096  1.893
N  1.641  0.126  1.219
F  -2.625  0.513  -1.016

=====

## Q
2 unconnected molecules or ions with the total composition C6H6FN. Source: OMol25; level of theory: ωB97M-V/def2-TZVPD.

multiplicity: 1
E_LUMO: -1.24 eV
highest occupied orbital energy: -10.36 eV

Geometry (Å):
C  -1.268  0.475  3.085
C  -2.633  -0.224  1.248
C  0.974  0.878  0.560
C  -1.656  0.491  1.739
C  0.805  -0.327  0.073
C  1.726  -0.669  -1.040
N  -1.124  0.707  4.193
F  0.032  -1.349  0.327
H  -3.058  0.024  0.195
H  -3.281  -0.978  1.555
H  -0.993  1.136  1.196
H  1.046  -1.151  -1.792
H  2.557  -1.223  -0.585
H  2.183  0.241  -1.515

=====

Tell me which of them is the most stable. Sure, it is P.

=====

## P
A molecular structure, C17H27F6N4O2P2SSbY. Source: OMol25; level of theory: ωB97M-V/def2-TZVPD.

multiplicity: 2
E_LUMO (spin up / spin down): -5.74 / -8.53 eV
charge: +2
highest occupied orbital energy (spin up / spin down): -14.21 / -14.21 eV
⟨S²⟩: 0.75

Geometry (Å):
Y  -0.675  0.097  -0.244
O  3.312  1.484  0.032
C  2.181  1.287  -0.333
O  1.434  0.263  0.045
C  1.459  2.270  -1.230
C  2.159  3.311  -1.855
C  1.447  4.218  -2.590
C  0.042  4.104  -2.682
C  -0.760  5.029  -3.394
C  -2.116  4.882  -3.431
C  -2.736  3.801  -2.762
C  -1.988  2.892  -2.071
C  -0.581  3.025  -2.018
N  0.151  2.117  -1.311
H  3.231  3.368  -1.732
H  1.946  5.036  -3.095
H  -0.279  5.854  -3.904
H  -2.725  5.590  -3.975
H  -3.812  3.696  -2.805
H  -2.481  2.062  -1.569
N  0.402  -2.118  -1.273
N  0.383  -2.397  -2.644
C  -0.198  -1.556  -3.517
N  -0.197  -1.928  -4.793
S  -0.860  -0.068  -3.070
H  1.368  -2.037  -0.962
H  -0.041  -2.888  -0.780
H  0.791  -3.266  -2.956
H  0.201  -2.797  -5.113
H  -0.625  -1.324  -5.474
C  -2.556  2.763  2.500
P  -0.949  2.559  1.667
C  -0.589  4.226  1.029
C  0.217  2.524  3.101
C  0.190  1.228  3.909
P  0.961  -0.185  3.095
C  2.733  -0.010  2.949
C  0.471  -1.724  3.865
H  -2.538  3.618  3.177
H  -2.817  1.861  3.053
H  -3.336  2.922  1.754
H  -0.625  4.956  1.839
H  -1.327  4.502  0.277
H  0.400  4.251  0.570
H  -0.044  3.351  3.765
H  1.223  2.731  2.727
H  -0.825  0.932  4.185
H  0.751  1.352  4.846
H  3.166  0.020  3.954
H  2.988  0.892  2.394
H  3.136  -0.862  2.402
H  0.844  -1.742  4.894
H  0.901  -2.564  3.320
H  -0.616  -1.811  3.868
F  -1.082  -2.017  0.949
Sb  -3.063  -1.929  0.871
F  -3.066  -2.289  2.690
F  -3.114  -3.671  0.262
F  -4.847  -1.500  0.732
F  -2.640  -1.248  -0.887
F  -2.523  -0.075  1.270

=====

## Q
A molecular structure, C17H27F6N4O2P2SSbY. Source: OMol25; level of theory: ωB97M-V/def2-TZVPD.

multiplicity: 2
E_LUMO (spin up / spin down): -8.18 / -8.22 eV
charge: +2
highest occupied orbital energy (spin up / spin down): -14.67 / -14.67 eV
⟨S²⟩: 0.75

Geometry (Å):
Y  -0.932  -0.409  0.158
O  1.758  2.471  1.972
C  1.191  1.492  1.575
O  0.263  1.520  0.612
C  1.528  0.099  2.050
C  2.422  -0.049  3.119
C  2.751  -1.315  3.539
C  2.227  -2.430  2.854
C  2.551  -3.767  3.179
C  2.047  -4.804  2.441
C  1.186  -4.557  1.356
C  0.819  -3.278  1.033
C  1.331  -2.186  1.769
N  0.975  -0.925  1.405
H  2.814  0.841  3.590
H  3.420  -1.463  4.375
H  3.218  -3.954  4.005
H  2.315  -5.824  2.673
H  0.824  -5.387  0.765
H  0.160  -3.079  0.182
N  -2.374  -1.981  1.791
N  -3.639  -2.161  1.186
C  -3.806  -2.101  -0.145
N  -5.030  -2.118  -0.645
S  -2.474  -2.118  -1.205
H  -2.060  -2.878  2.184
H  -2.485  -1.333  2.581
H  -4.459  -2.115  1.784
H  -5.855  -2.099  -0.065
H  -5.163  -2.153  -1.645
C  -0.346  3.958  -2.907
P  0.353  3.274  -1.366
C  0.698  4.685  -0.283
C  1.963  2.433  -1.738
C  1.933  1.137  -2.545
P  0.592  -0.123  -2.186
C  -0.588  0.186  -3.552
C  1.400  -1.657  -2.775
H  0.247  4.822  -3.206
H  -1.367  4.283  -2.711
H  -0.351  3.218  -3.702
H  1.340  5.382  -0.822
H  1.177  4.370  0.644
H  -0.240  5.185  -0.036
H  2.450  2.281  -0.773
H  2.545  3.178  -2.288
H  2.881  0.616  -2.389
H  1.845  1.349  -3.615
H  -0.056  0.246  -4.503
H  -1.145  1.104  -3.376
H  -1.301  -0.640  -3.588
H  1.760  -1.530  -3.794
H  0.670  -2.470  -2.758
H  2.236  -1.918  -2.128
F  -1.267  0.634  2.449
Sb  -1.818  2.306  1.171
F  -3.032  0.483  0.745
F  -1.708  1.417  -0.994
F  -2.324  3.762  0.010
F  -0.806  3.558  2.171
F  -3.265  2.532  2.375

=====

Tell me which of them is the most stable. Sure, it is P.

=====

## P
2 unconnected molecules or ions with the total composition H2NOS. Source: OMol25; level of theory: ωB97M-V/def2-TZVPD.

multiplicity: 1
E_LUMO: 4.22 eV
charge: -1
highest occupied orbital energy: -2.62 eV

Geometry (Å):
N  -0.446  0.555  0.353
O  0.297  -1.048  -0.565
S  0.547  1.310  1.319
H  -0.185  1.042  -0.499
H  -0.213  -1.859  -0.608

=====

## Q
2 unconnected molecules or ions with the total composition H2NOS. Source: OMol25; level of theory: ωB97M-V/def2-TZVPD.

multiplicity: 1
E_LUMO (spin up / spin down): 3.32 / 3.32 eV
charge: -1
highest occupied orbital energy (spin up / spin down): -2.69 / -2.69 eV

Geometry (Å):
N  0.051  -1.862  0.862
O  1.075  -2.454  0.480
S  -0.576  1.641  0.236
H  0.333  -1.060  1.430
H  -0.916  1.234  -0.999

=====

Tell me which of them is the most stable. Sure, it is Q.